The following is a DFT calculation (ωB97M-V with the def2-TZVPD basis set) of 14 unconnected molecules or ions with the total composition C44H124N8O20 in a non-equilibrium geometry.

The energy above the lowest of the compared OMol25 structures with the same formula, charge and spin comes out at 7.154 eV. The calculation puts the strongest force on any atom at 2.898 eV/A. Its frontier orbital gap is 0.3412 hartree. As for the energy: -3693.15183 a.u. As for the net charge: 0. The value obtained for the LUMO energy is 0.1136 eV.

The geometry in XYZ format:
```
196
Properties=species:S:1:pos:R:3:lowdin_charge:R:1
C -1.446 0.463 7.242 -0.075
C -2.145 -0.672 6.535 -0.414
C -1.785 -2.020 7.251 -0.222
O -0.449 -2.283 6.889 -0.183
C -0.017 -3.471 7.613 -0.095
N -3.623 -0.380 6.379 0.031
H -0.429 0.089 7.360 0.075
H -1.839 0.713 8.228 0.082
H -1.487 1.320 6.570 0.076
H -1.699 -0.732 5.542 0.125
H -2.457 -2.782 6.856 0.117
H -1.958 -1.947 8.324 0.126
H 1.003 -3.649 7.271 0.081
H -0.548 -4.401 7.414 0.083
H 0.080 -3.400 8.697 0.084
H -3.694 0.445 5.801 0.055
H -3.997 -1.042 5.714 0.052
C 2.726 -2.823 1.758 -0.073
C 2.765 -1.313 1.945 -0.439
C 1.508 -0.626 1.398 -0.230
O 1.666 0.768 1.431 -0.176
C 0.632 1.345 0.694 -0.125
N 2.994 -1.006 3.358 0.042
H 1.779 -3.301 2.008 0.079
H 3.626 -3.283 2.165 0.078
H 2.923 -3.050 0.710 0.071
H 3.643 -0.953 1.410 0.136
H 0.655 -1.116 1.868 0.131
H 1.443 -0.840 0.331 0.118
H 0.739 2.429 0.723 0.088
H -0.330 1.168 1.176 0.093
H 0.685 1.065 -0.358 0.090
H 2.681 -0.047 3.407 0.053
H 2.316 -1.437 3.970 0.067
C -9.953 0.442 -2.863 -0.071
C -8.575 0.197 -3.504 -0.457
C -8.592 0.357 -5.017 -0.182
O -9.485 -0.547 -5.732 -0.198
C -9.652 -0.257 -7.099 -0.123
N -7.682 1.060 -2.758 0.044
H -10.232 1.496 -2.849 0.079
H -9.942 0.016 -1.860 0.071
H -10.722 -0.228 -3.245 0.069
H -8.312 -0.833 -3.262 0.138
H -7.612 0.100 -5.418 0.120
H -8.809 1.403 -5.236 0.123
H -10.261 0.639 -7.218 0.082
H -10.173 -1.073 -7.598 0.088
H -8.679 -0.043 -7.543 0.081
H -7.598 1.888 -3.330 0.067
H -6.780 0.612 -2.829 0.068
C -4.754 -4.887 1.928 -0.075
C -4.520 -3.620 1.171 -0.489
C -3.947 -3.869 -0.225 -0.215
O -3.736 -2.631 -0.883 -0.200
C -3.233 -2.717 -2.224 -0.090
N -5.745 -2.883 1.200 0.049
H -5.377 -5.599 1.388 0.082
H -5.186 -4.627 2.894 0.083
H -3.803 -5.389 2.111 0.079
H -3.756 -3.021 1.666 0.139
H -4.687 -4.462 -0.762 0.121
H -3.060 -4.500 -0.286 0.123
H -2.362 -3.371 -2.182 0.082
H -2.866 -1.777 -2.637 0.081
H -4.016 -3.039 -2.911 0.085
H -5.618 -2.064 0.624 0.071
H -6.405 -3.489 0.734 0.075
C -2.203 2.785 -8.821 -0.074
C -2.206 3.838 -9.865 -0.482
C -3.265 4.910 -9.771 -0.222
O -4.498 4.343 -10.186 -0.194
C -5.535 5.355 -10.449 -0.062
N -0.808 4.201 -10.070 0.032
H -1.547 2.004 -9.205 0.078
H -3.180 2.316 -8.708 0.083
H -1.913 3.127 -7.827 0.085
H -2.528 3.320 -10.769 0.132
H -2.966 5.726 -10.428 0.119
H -3.242 5.313 -8.759 0.127
H -5.263 6.010 -11.276 0.082
H -5.659 5.984 -9.568 0.080
H -6.399 4.706 -10.593 0.088
H -0.636 4.747 -10.902 0.067
H -0.447 3.302 -10.356 0.061
C -10.846 7.661 -4.271 -0.067
C -10.188 7.722 -2.897 -0.452
C -8.664 7.727 -2.895 -0.204
O -7.920 6.642 -3.430 -0.181
C -6.516 6.718 -3.358 -0.113
N -10.869 8.767 -2.134 0.030
H -10.554 8.533 -4.856 0.079
H -11.916 7.748 -4.080 0.069
H -10.667 6.694 -4.741 0.078
H -10.505 6.795 -2.420 0.128
H -8.355 8.001 -1.886 0.116
H -8.372 8.611 -3.462 0.123
H -5.965 5.994 -3.958 0.083
H -6.291 6.572 -2.301 0.091
H -6.099 7.611 -3.824 0.084
H -10.270 9.129 -1.406 0.061
H -11.717 8.412 -1.715 0.075
C 11.167 -5.528 5.555 -0.055
C 10.259 -4.704 4.614 -0.439
C 10.307 -5.166 3.168 -0.252
O 11.628 -5.109 2.734 -0.133
C 11.676 -5.862 1.583 -0.150
N 8.937 -4.745 5.222 0.020
H 12.228 -5.332 5.394 0.073
H 10.996 -6.604 5.537 0.079
H 10.942 -5.211 6.573 0.066
H 10.535 -3.650 4.648 0.135
H 9.595 -4.543 2.627 0.121
H 9.730 -6.078 3.016 0.128
H 11.006 -5.484 0.810 0.089
H 11.547 -6.941 1.667 0.095
H 12.657 -5.667 1.150 0.091
H 8.313 -4.172 4.671 0.067
H 9.079 -4.116 6.000 0.067
C 1.858 10.811 -0.894 -0.080
C 3.190 10.024 -0.697 -0.414
C 3.592 9.089 -1.849 -0.156
O 2.527 8.105 -2.150 -0.211
C 2.921 7.280 -3.286 -0.096
N 4.178 11.033 -0.366 0.010
H 1.516 11.425 -0.061 0.068
H 1.021 10.129 -1.040 0.065
H 1.856 11.507 -1.733 0.072
H 2.989 9.531 0.254 0.133
H 4.444 8.452 -1.613 0.117
H 3.880 9.647 -2.740 0.117
H 2.067 6.718 -3.666 0.080
H 3.605 6.553 -2.848 0.082
H 3.313 7.827 -4.142 0.082
H 4.296 11.644 -1.161 0.063
H 3.892 11.692 0.344 0.068
C 7.208 3.673 3.381 -0.213
C 5.852 4.363 3.125 -0.235
O 4.871 3.692 3.909 -0.077
O 7.149 2.227 3.197 -0.081
H 7.502 3.897 4.406 0.110
H 7.973 4.045 2.699 0.114
H 5.622 4.321 2.060 0.118
H 5.786 5.380 3.511 0.115
H 4.273 3.339 3.246 0.082
H 6.423 1.890 3.727 0.067
C 0.618 -10.399 4.128 -0.235
C -0.420 -11.048 5.090 -0.226
O -0.741 -12.378 4.683 -0.077
O -0.125 -9.640 3.163 -0.074
H 1.302 -11.162 3.756 0.118
H 1.242 -9.739 4.732 0.104
H -1.322 -10.441 5.166 0.120
H 0.162 -11.171 6.004 0.112
H -1.399 -12.329 3.985 0.081
H 0.503 -9.417 2.472 0.078
C -4.280 7.832 3.827 -0.290
C -4.968 9.036 3.181 -0.254
O -6.345 9.114 3.477 -0.071
O -4.345 6.716 3.055 -0.038
H -4.753 7.654 4.793 0.122
H -3.232 8.080 3.996 0.123
H -4.766 8.898 2.119 0.112
H -4.614 10.048 3.381 0.114
H -6.694 9.912 3.072 0.082
H -5.232 6.352 3.096 0.100
C 5.692 -1.023 -5.367 -0.238
C 6.676 -0.664 -4.243 -0.218
O 8.057 -0.382 -4.623 -0.076
O 4.516 -1.665 -4.816 -0.076
H 6.216 -1.713 -6.029 0.111
H 5.451 -0.175 -6.009 0.114
H 6.763 -1.530 -3.587 0.116
H 6.151 0.149 -3.742 0.114
H 8.648 -0.699 -3.936 0.075
H 4.056 -2.121 -5.524 0.078
C 4.399 -7.810 -3.241 -0.200
C 5.949 -7.523 -3.289 -0.232
O 6.739 -8.671 -3.538 -0.068
O 4.002 -8.625 -2.124 -0.092
H 4.050 -8.460 -4.044 0.115
H 3.847 -6.873 -3.166 0.115
H 6.385 -7.063 -2.403 0.113
H 6.110 -6.747 -4.038 0.111
H 6.540 -9.378 -2.919 0.074
H 4.546 -9.415 -2.080 0.065
C 7.326 -10.950 8.094 -0.267
C 6.454 -9.742 7.925 -0.292
O 6.483 -9.219 6.618 -0.054
O 7.266 -11.424 9.420 -0.051
H 8.261 -10.569 7.683 0.126
H 7.030 -11.774 7.445 0.121
H 6.773 -9.029 8.686 0.123
H 5.398 -9.827 8.183 0.118
H 7.008 -8.417 6.668 0.087
H 6.387 -11.802 9.498 0.088
```